(1)
Formula: C8H8N2O2
Source: the Open Molecules 2025 dataset
Level of theory: wB97M-V/def2-TZVPD

## Properties
E_HOMO (spin up / spin down): -8.239 / -8.183 eV
energy above the lowest of the compared OMol25 structures with the same formula, charge and spin: 673.5 kJ/mol
frontier orbital gap (spin up / spin down): 7.71 / 7.65 eV
spin multiplicity: 1

The geometry in XYZ format:
```
20
Properties=species:S:1:pos:R:3:lowdin_charge:R:1
C -1.05771 1.17611 0.37107 -0.35
C -0.91114 -0.19616 0.57087 0.09
C 1.04225 0.66844 0.19533 -0.28
C 2.39994 0.63466 0.00974 -0.01
C 3.07177 -0.55261 -0.15265 -0.06
C 2.32592 -1.77359 -0.03504 -0.06
C 0.95436 -1.74177 0.16275 -0.05
C -2.27202 2.02084 0.14894 -0.03
N 0.15464 1.68431 0.22951 0.15
N 0.39931 -0.52963 0.45427 0.01
O -2.64918 -1.27508 -1.13839 -0.13
O -2.26171 -1.68956 0.07323 -0.13
H 2.79677 1.62228 -0.19699 0.12
H 4.06445 -0.53762 -0.49683 0.08
H 2.62951 -2.89738 -0.26834 0.15
H 0.54004 -2.66399 0.58855 0.13
H -3.20518 1.54432 0.45014 0.07
H -2.16084 2.87580 0.92907 0.12
H -2.37695 2.34609 -0.85736 0.07
H -3.48424 -0.71546 -1.03786 0.13
```

---

(2)
Formula: C5H8O2
Source: the Open Molecules 2025 dataset
Level of theory: wB97M-V/def2-TZVPD

## Properties
E_HOMO: -10.003 eV
structure (SMILES): C#C[C@H](O)CCO
energy above the lowest of the compared OMol25 structures with the same formula, charge and spin: 238.8 kJ/mol
frontier orbital gap: 10.74 eV
spin multiplicity: 1

The geometry in XYZ format:
```
15
Properties=species:S:1:pos:R:3:lowdin_charge:R:1
O 1.21342 1.14437 1.26223 -0.06
C 0.95445 1.28385 -0.11599 -0.28
C 0.86788 -0.04178 -0.86706 -0.13
C -0.21218 -0.99789 -0.34399 -0.40
O 0.32930 -1.63123 0.81406 -0.03
C -1.47995 -0.32721 0.00758 -0.08
C -2.49831 0.18599 0.39584 0.14
H 0.69595 0.39443 1.58663 0.07
H 1.77940 1.87262 -0.53265 0.12
H 0.02536 1.84854 -0.29410 0.11
H 1.81565 -0.58542 -0.78962 0.13
H 0.68182 0.16106 -1.92813 0.12
H -0.42339 -1.74922 -1.11856 0.14
H -0.35426 -2.20865 1.18000 0.11
H -3.39514 0.65055 0.74376 0.03
```

---

(3)
Formula: C29H67BF5N3O20P5S2
Source: the Open Molecules 2025 dataset
Level of theory: wB97M-V/def2-TZVPD

## Properties
E_HOMO: -5.852 eV
frontier orbital gap: 4.60 eV
spin multiplicity: 1
total charge: -1

The geometry in XYZ format:
```
132
Properties=species:S:1:pos:R:3:lowdin_charge:R:1
C -1.42243 5.34047 -0.00520 -0.06
C -2.87624 4.58505 0.03353 -0.32
O -2.82771 3.23979 -0.18562 -0.07
N -4.21827 5.15458 0.36962 -0.12
C -4.23161 5.42887 1.82682 -0.10
C -4.74002 6.21114 -0.54489 -0.43
P -4.54072 5.25201 -2.24322 0.47
S -2.97390 5.78783 -3.25150 0.12
O -6.22153 6.42656 -0.65372 -0.41
P -6.84700 8.02976 -0.33526 0.54
C -6.98479 7.31166 1.47911 -0.16
B -6.51495 8.78088 -2.10850 -0.48
O -6.25960 7.98079 -3.32104 0.01
O -6.55189 10.26736 -2.35515 0.01
N -7.51122 9.48191 0.42313 -0.28
C -8.77078 10.04286 -0.04899 -0.16
C -6.51989 10.42850 1.02121 -0.29
C -5.96131 10.33985 2.59710 -0.04
O -6.05157 11.52430 0.35785 -0.07
S -8.67672 7.17267 -1.10616 0.82
O -9.26557 7.96223 -2.34585 -0.38
O -8.23275 5.82467 -1.81702 -0.39
C -10.00511 6.70441 0.04156 -0.29
F -11.31107 7.10992 -0.61363 -0.03
F -10.08631 7.23984 1.39767 0.01
C -10.17493 5.04434 0.19186 -0.17
F -10.76920 4.46208 -1.03377 0.04
F -8.95608 4.37113 0.68605 0.04
F -11.21396 4.86671 1.27199 0.00
O -5.23731 8.64459 -0.02440 -0.30
C -4.15362 7.74051 -0.53859 -0.27
N -3.01676 8.12997 0.39152 0.03
H -1.30631 6.17686 0.83913 0.08
H -0.61456 4.51590 0.30156 0.09
H -1.08767 5.71751 -1.06782 0.06
H -4.06335 6.52999 2.17816 0.08
H -3.34431 4.79969 2.32051 0.12
H -5.20874 5.05447 2.40206 0.11
H -5.71183 5.46436 -3.10826 0.00
H -4.56097 3.79618 -2.03289 0.01
H -7.18461 6.16001 1.49162 0.06
H -5.93207 7.61526 1.95646 0.06
H -7.76153 7.93775 2.13411 0.06
H -7.02805 7.37729 -3.54628 0.10
H -5.62190 10.63471 -2.40187 0.11
H -8.89751 10.27823 -1.20401 0.10
H -8.91241 11.11488 0.46497 0.12
H -9.77976 9.47384 0.24125 0.09
H -5.81521 11.45364 2.95121 0.09
H -6.75055 9.82166 3.29593 0.08
H -4.97804 9.70571 2.56278 0.07
H -3.66791 8.03575 -1.58961 0.14
H -2.17606 8.35892 -0.21829 0.09
H -3.20819 9.01348 0.91107 0.08
O 0.68234 0.68884 -3.51819 -0.23
P -0.07268 -0.54380 -2.96342 0.73
O 0.06984 -0.09349 -1.37625 -0.24
C -0.81630 0.89923 -0.88923 -0.30
C -2.23868 0.38438 -0.79129 -0.09
O 1.25126 -1.55815 -3.02517 -0.23
C 2.32355 -1.25750 -3.91503 -0.30
C 3.35911 -0.35717 -3.25202 -0.07
O -0.91632 -1.92109 -2.34354 -0.21
C -1.99778 -2.35015 -3.16115 -0.32
C -1.56652 -2.66913 -4.58153 -0.09
H -0.76625 1.78925 -1.52394 0.11
H -0.46630 1.18012 0.10766 0.12
H -2.66686 0.24660 -1.78898 0.06
H -2.87296 1.09517 -0.25385 0.05
H -2.27686 -0.58470 -0.28063 0.08
H 1.93733 -0.82495 -4.84265 0.10
H 2.79984 -2.20168 -4.19557 0.10
H 2.91373 0.46164 -2.68609 0.07
H 4.03423 0.06770 -4.00118 0.08
H 3.95540 -0.93001 -2.53498 0.07
H -2.76992 -1.57539 -3.16680 0.10
H -2.42724 -3.24317 -2.69752 0.12
H -1.16711 -1.78362 -5.08599 0.07
H -2.41561 -3.03306 -5.16785 0.08
H -0.77713 -3.42648 -4.58711 0.08
O 5.40409 -4.11077 -3.45195 -0.23
P 6.11872 -5.38296 -2.93421 0.73
O 6.83561 -5.74124 -4.38331 -0.24
C 7.99614 -5.01260 -4.74408 -0.30
C 9.18264 -5.37780 -3.87420 -0.09
O 4.78303 -6.37017 -3.09828 -0.23
C 3.48061 -5.79085 -3.11008 -0.29
C 3.05734 -5.40563 -4.52253 -0.07
O 6.91721 -6.80446 -2.35571 -0.21
C 7.38289 -6.69877 -1.01625 -0.32
C 6.27432 -6.35662 -0.03686 -0.08
H 7.79324 -3.93832 -4.69638 0.11
H 8.22197 -5.26374 -5.78385 0.12
H 9.04721 -4.99311 -2.85864 0.06
H 10.10444 -4.94421 -4.27252 0.08
H 9.30250 -6.46480 -3.80058 0.09
H 3.43664 -4.94126 -2.42233 0.10
H 2.78031 -6.53479 -2.71878 0.11
H 3.84810 -4.90805 -5.08484 0.07
H 2.18495 -4.74554 -4.49521 0.07
H 2.79595 -6.29997 -5.09672 0.07
H 8.17189 -5.94249 -0.97153 0.10
H 7.82924 -7.66027 -0.74577 0.12
H 5.83288 -5.37986 -0.25867 0.07
H 6.66230 -6.32340 0.98566 0.08
H 5.46791 -7.09397 -0.08967 0.09
O 7.21615 -7.88322 4.25426 -0.24
P 6.58116 -8.63917 5.44697 0.73
O 5.41646 -7.49736 5.73323 -0.23
C 4.27645 -7.49136 4.89164 -0.30
C 3.39218 -8.69853 5.13381 -0.08
O 7.69796 -8.10072 6.56429 -0.23
C 8.98045 -7.66552 6.11950 -0.30
C 8.97573 -6.17957 5.78118 -0.08
O 5.87165 -9.48384 6.77966 -0.21
C 5.86035 -10.89743 6.62542 -0.32
C 7.24685 -11.47184 6.39549 -0.09
H 4.58568 -7.43813 3.84329 0.11
H 3.71402 -6.58220 5.12029 0.12
H 3.87435 -9.60840 4.76320 0.06
H 2.43789 -8.59240 4.60994 0.08
H 3.19814 -8.84163 6.20302 0.09
H 9.31811 -8.27709 5.27765 0.10
H 9.69360 -7.84409 6.92978 0.11
H 8.10013 -5.87481 5.20714 0.07
H 9.87177 -5.91253 5.21254 0.08
H 8.95789 -5.58243 6.69822 0.08
H 5.20087 -11.16019 5.79324 0.10
H 5.43127 -11.32486 7.53650 0.12
H 7.68795 -11.09167 5.46865 0.07
H 7.20299 -12.56262 6.32168 0.08
H 7.92206 -11.19535 7.21060 0.09
```

---

(4)
Formula: CH3NO2P2
Source: the Open Molecules 2025 dataset
Level of theory: wB97M-V/def2-TZVPD

## Properties
E_HOMO: -9.694 eV
energy above the lowest of the compared OMol25 structures with the same formula, charge and spin: 131.7 kJ/mol
frontier orbital gap: 7.66 eV
spin multiplicity: 1

The geometry in XYZ format:
```
9
Properties=species:S:1:pos:R:3:lowdin_charge:R:1
C 1.51283 -0.39174 -0.02708 -0.27
N 0.14424 -0.29556 -0.16144 -0.33
O -0.72298 2.28546 0.19395 -0.42
O -2.93669 -1.35667 -0.35708 -0.50
P -0.91260 0.88141 -0.14849 0.50
P -2.89398 -0.14430 0.34534 0.76
H 2.04892 -0.86699 -0.93821 0.10
H 1.90978 0.70013 0.14181 0.09
H 1.85048 -0.81176 0.95120 0.08
```

---

(5)
Formula: C17H23I2NPPt
Source: the Open Molecules 2025 dataset
Level of theory: wB97M-V/def2-TZVPD

## Properties
E_HOMO (spin up / spin down): -11.723 / -11.802 eV
energy above the lowest of the compared OMol25 structures with the same formula, charge and spin: 34.3 kJ/mol
frontier orbital gap (spin up / spin down): 8.33 / 5.71 eV
spin multiplicity: 3
⟨S²⟩: 2.01
total charge: +1

The geometry in XYZ format:
```
45
Properties=species:S:1:pos:R:3:lowdin_charge:R:1
Pt -0.71898 1.30624 0.79406 0.41
C 1.53595 3.33165 -0.43890 -0.08
N 1.43363 2.34443 0.62850 -0.33
C 1.62022 2.98149 1.92964 -0.10
C 2.37579 1.23198 0.46471 -0.15
C 1.87198 -0.01793 1.13972 -0.25
C 2.75145 -0.96885 1.64792 -0.03
C 2.27169 -2.14483 2.19449 -0.06
C 0.91268 -2.40191 2.21310 -0.06
C 0.02502 -1.45574 1.72058 -0.16
C 0.50661 -0.27145 1.20680 -0.36
H 2.51827 3.81756 -0.43559 0.11
H 0.77531 4.10161 -0.30470 0.06
H 1.38955 2.85478 -1.40718 0.07
H 2.58532 3.49891 1.96546 0.11
H 1.60500 2.22798 2.71572 0.08
H 0.84139 3.72143 2.11626 0.07
H 3.36448 1.50671 0.85292 0.14
H 2.49031 1.02139 -0.60293 0.12
H 3.81375 -0.78003 1.61170 0.12
H 2.95972 -2.86304 2.61161 0.11
H 0.53023 -3.32474 2.62045 0.11
H -1.03537 -1.66497 1.74891 0.09
I -2.29621 3.51126 0.68431 0.23
I -1.67880 1.43517 3.28228 0.33
C 0.23676 0.42876 -2.59005 -0.22
P -1.10163 0.46172 -1.34820 0.77
C -2.46871 1.24261 -2.27637 -0.26
C -1.58997 -1.26551 -1.11307 -0.39
C -2.88725 -1.53912 -0.68185 -0.09
C -3.27507 -2.84392 -0.43964 -0.06
C -2.36247 -3.87488 -0.59642 -0.06
C -1.06122 -3.60541 -0.99077 -0.06
C -0.67035 -2.30377 -1.24434 -0.10
H 1.15379 0.02550 -2.16819 0.04
H 0.41566 1.43888 -2.95639 0.05
H -0.08432 -0.19442 -3.42439 0.07
H -2.63811 0.66516 -3.18744 0.07
H -2.18445 2.26147 -2.54067 0.04
H -3.39104 1.28931 -1.69933 0.03
H -3.59290 -0.73214 -0.53590 0.11
H -4.28466 -3.05476 -0.12517 0.11
H -2.66478 -4.89244 -0.40738 0.11
H -0.34787 -4.40801 -1.09686 0.11
H 0.34962 -2.09814 -1.53740 0.11
```

---

(6)
Formula: C2HFN2O5
Source: the Open Molecules 2025 dataset
Level of theory: wB97M-V/def2-TZVPD

## Properties
E_HOMO (spin up / spin down): -10.723 / -10.721 eV
structure (SMILES): O=CO/[N+]([O-])=C(/F)[N+](=O)[O-]
energy above the lowest of the compared OMol25 structures with the same formula, charge and spin: 0.0 kJ/mol
frontier orbital gap (spin up / spin down): 9.19 / 9.18 eV
spin multiplicity: 1

The geometry in XYZ format:
```
11
Properties=species:S:1:pos:R:3:lowdin_charge:R:1
C -0.33854 0.32460 -0.11065 -0.32
C 2.43366 0.15502 -1.44793 -0.15
N 1.85853 -1.10131 -1.92441 -0.31
N 2.10663 0.77530 -0.33723 -0.13
O -0.64663 0.67549 -1.19717 0.13
O 0.93202 -1.56662 -1.30187 0.10
O 2.37913 -1.57909 -2.89452 0.14
O 0.92085 0.32546 0.39459 0.07
O 2.68728 1.69087 0.17475 0.13
F 3.57815 0.48175 -2.02412 0.18
H -0.99831 0.03278 0.71394 0.16
```